*P*
DFT (wB97M-V/def2-TZVPD) results for a 2-piece molecular cluster, C5H9N2O overall.

Each line ends with the natural charge from an NBO analysis.
Element x y z (Å)
1 C -2.29873 -2.06402 -0.88517  -0.20
2 C -2.15574 -1.05025 -0.20351  0.17
3 C 2.07591 0.08119 -0.11089  0.54
4 C -2.59498 0.93238 0.95641  -0.47
5 C 2.06198 0.18692 -1.48015  -0.19
6 N 3.15012 -0.36090 0.65856  -0.64
7 N -1.75325 0.01703 0.23369  -0.41
8 O 1.12452 0.53694 0.74500  -0.59
9 H -2.59729 -2.88560 -1.58773  0.26
10 H -2.93540 1.81281 0.31783  0.23
11 H -3.57737 0.59576 1.32887  0.21
12 H -2.13629 1.38281 1.87198  0.22
13 H 1.38228 0.81715 -2.00101  0.24
14 H 2.87001 -0.17788 -2.00050  0.22
15 H 3.79423 -0.96159 0.22715  0.43
16 H 2.92088 -0.17359 1.64973  0.46
17 H 0.66911 1.31083 0.27976  0.53

Output
LUMO energy (alpha / beta) ... -4.04 / -7.53 eV
E_HOMO (alpha / beta) ... -11.92 / -11.87 eV
Spin multiplicity ... 1
Net charge ... +1
Orbital gap (alpha / beta) ... 7.8845 / 4.3316 eV



*Q*
DFT (wB97M-V/def2-TZVPD) results for an isolated ion of composition C5H9N2O and charge +1.

Each line ends with the natural charge from an NBO analysis.
Element x y z (Å)
1 C -1.48883 -0.35275 0.65298  -0.08
2 C -0.33799 0.36767 0.97475  0.17
3 C -0.08744 -0.62329 -1.00422  0.41
4 C -0.09709 1.46141 1.95477  -0.64
5 C 0.44450 -0.94221 -2.33475  -0.67
6 N 0.54249 0.14044 -0.02740  0.00
7 N -1.33464 -0.83763 -0.57916  -0.44
8 O 1.79735 0.68509 -0.17680  -0.51
9 H -2.28015 -0.39993 1.32736  0.26
10 H 0.65022 1.05479 2.71229  0.25
11 H 0.57872 2.24060 1.56837  0.26
12 H -0.95000 1.77653 2.33788  0.24
13 H 0.12812 -0.20428 -3.07492  0.27
14 H 1.42701 -1.17479 -2.31604  0.26
15 H 0.06146 -1.91337 -2.61339  0.26
16 H -2.13743 -1.24885 -1.02000  0.46
17 H 2.58351 0.20561 0.10234  0.52

Output
LUMO energy ... -3.18 eV
SMILES ... Cc1c[nH+]c(C)n1O
E_HOMO ... -13.46 eV
Spin multiplicity ... 1
Net charge ... +1
Orbital gap ... 10.2809 eV



*Q* takes first place; second place is 88.4 kcal/mol up.